# 1
The following is a quantum chemistry calculation of C22H37O3PtSi as an isolated structure at a distorted geometry, from the OMol25 dataset.

Geometry as XYZ:
```
64
Properties=species:S:1:pos:R:3:nbo_charge:R:1
O -0.79183 -0.80935 -3.52114 -0.545
C -0.80963 0.52450 -4.16581 -0.068
C -0.48139 0.03005 -5.56878 -0.471
H -0.02161 1.17224 -3.74958 0.201
H -1.79263 1.01569 -4.07651 0.173
C -0.43900 -1.35118 -4.87590 0.272
H 0.45309 0.40481 -5.99598 0.213
H -1.34618 0.13704 -6.24229 0.198
C 0.89031 -2.08625 -4.77374 -0.629
H 1.65957 -1.45918 -4.30389 0.228
H 1.24664 -2.41702 -5.76172 0.202
H 0.71216 -2.95612 -4.11843 0.219
C -1.51734 -2.19990 -5.50850 -0.621
H -2.41673 -1.60126 -5.70223 0.205
H -1.76798 -3.05120 -4.88039 0.215
H -1.17216 -2.56157 -6.48972 0.205
Pt -0.86874 -0.67669 1.06448 0.799
C -2.58826 -1.21463 3.40591 -0.304
C -2.37868 0.18048 3.40209 -0.281
C -2.52675 0.66673 2.05112 -0.315
H -2.22314 0.82912 4.26733 0.212
C -3.03260 -0.44487 1.24738 -0.436
C -2.87414 -1.64609 2.07603 -0.282
H -3.14449 -2.65568 1.77303 0.214
H -2.57511 -1.84695 4.29721 0.207
H -2.53799 1.70838 1.75271 0.228
H -3.62226 -0.36746 0.33257 0.232
C 0.71618 -2.79834 3.42838 -0.326
C -0.29834 -3.26068 2.58066 -0.171
C -0.13924 -2.64732 1.26343 -0.432
H -1.07427 -3.97731 2.84015 0.199
C 1.04930 -1.75729 1.36292 -0.418
C 1.52333 -1.87165 2.71509 -0.140
H 2.42180 -1.40571 3.10602 0.202
H 0.90271 -3.13776 4.44940 0.204
H -0.48931 -3.05160 0.31587 0.239
H 1.65789 -1.46982 0.50612 0.230
O 2.28046 1.36977 -2.79243 -0.560
C 1.79908 0.39991 -1.83145 -0.084
C 0.46184 0.89424 -1.25581 -0.465
H 2.45959 0.34303 -0.94169 0.163
H 1.79378 -0.62023 -2.26468 0.189
C 0.51980 2.43161 -1.48819 -0.451
H 0.41023 0.63611 -0.18168 0.270
H -0.39886 0.37193 -1.68367 0.229
C 1.78187 2.67163 -2.35017 -0.077
H 0.60820 2.93494 -0.51466 0.231
H -0.40493 2.77829 -1.99138 0.201
H 2.58157 3.21441 -1.80808 0.169
H 1.54049 3.24117 -3.26461 0.170
C 2.63232 2.19550 3.23518 -1.143
Si 0.82441 1.68516 3.27861 1.945
C 0.73078 0.60785 4.88567 -1.135
C -0.20310 3.20205 3.72071 -1.145
O 0.32745 0.97637 1.92773 -1.327
H 2.86850 2.77308 4.13940 0.214
H 2.85695 2.82621 2.36588 0.220
H 3.31472 1.33647 3.20196 0.223
H 0.94056 1.25329 5.75691 0.203
H -0.25935 0.14902 5.02766 0.232
H 1.47340 -0.20410 4.87112 0.216
H -0.04046 4.01629 3.00590 0.216
H -1.27848 2.99650 3.73486 0.226
H 0.07603 3.57332 4.71366 0.212
```

- LUMO level (spin up / spin down): 0.0926 / 0.0912 hartree
- <S²>: 2.0403
- Multiplicity: 3
- E: -1494.8948 Eh
- Charge: -1

# 2
The following is a quantum chemistry calculation of C22H38AsBrF6InNO5S2Si2 as an isolated structure, from the OMol25 dataset.

Geometry as XYZ:
```
79
Properties=species:S:1:pos:R:3:lowdin_charge:R:1
In 0.06415 -0.44584 -0.14662 0.768
F -5.14039 2.03577 -0.57759 0.170
C -4.71899 0.95616 0.05706 -0.691
F -5.23045 0.92752 1.27747 0.167
F -5.10373 -0.12871 -0.60986 0.141
S -2.88446 0.93794 0.11034 0.594
O -2.45994 -0.20586 0.91805 -0.376
O -2.46611 0.89088 -1.26781 -0.323
N -2.62097 2.30834 0.84954 -0.268
S -1.09916 2.58773 1.15001 0.646
O -0.22389 1.85418 0.20700 -0.379
O -0.84273 3.96378 1.38159 -0.219
C -0.76515 1.76269 2.79387 -0.664
F 0.19587 2.41260 3.42704 0.164
F -0.37065 0.49358 2.61271 0.107
F -1.85415 1.76139 3.54052 0.166
C 7.60151 -2.70740 0.06157 -0.049
C 7.18082 -1.46418 -0.73436 -0.558
C 8.19037 -0.35199 -0.45358 -0.065
C 7.21423 -1.79098 -2.23299 -0.045
C 5.75932 -1.05852 -0.34581 -0.169
C 4.73104 -1.98794 -0.40321 -0.093
C 3.45935 -1.61079 -0.04018 -0.552
Br 2.13926 -2.97111 -0.06581 0.796
C 3.07799 -0.31470 0.35651 -0.328
O 1.80417 -0.06361 0.77077 -0.272
C 4.12397 0.63473 0.41521 -0.069
C 5.41503 0.21280 0.07516 0.012
C 4.04839 2.08837 0.92275 -0.528
C 2.64933 2.67364 1.00999 -0.061
C 4.84333 3.01443 -0.01650 -0.050
C 4.67880 2.12898 2.32246 -0.034
H 8.64312 -2.95645 -0.15237 0.084
H 6.99370 -3.57702 -0.19356 0.076
H 7.50392 -2.53203 1.13484 0.093
H 9.19244 -0.70175 -0.70855 0.085
H 8.19348 -0.06698 0.60076 0.090
H 7.99020 0.53927 -1.05192 0.086
H 8.21589 -2.10962 -2.53216 0.085
H 6.94146 -0.91476 -2.82486 0.090
H 6.51646 -2.59369 -2.47863 0.080
H 4.90766 -3.00941 -0.71306 0.100
H 6.20355 0.94465 0.16018 0.085
H 2.14644 2.63920 0.04855 0.084
H 2.72660 3.72092 1.31187 0.096
H 2.03896 2.14935 1.73610 0.061
H 4.49107 2.91824 -1.04587 0.095
H 5.91562 2.81856 -0.00677 0.070
H 4.70136 4.05091 0.29511 0.086
H 4.12781 1.48357 3.01017 0.093
H 4.65367 3.14835 2.71626 0.088
H 5.71814 1.79474 2.30425 0.081
C -1.21821 -3.17909 1.78547 -0.220
Si -2.15268 -3.42162 0.19471 0.221
C -3.92654 -2.95053 0.45825 -0.194
C -2.07712 -5.20113 -0.34833 -0.234
As -0.90636 -2.40140 -1.55550 0.753
Si -2.41542 -2.00420 -3.35886 0.236
C -1.69426 -3.31097 -4.47668 -0.259
C -2.28576 -0.35864 -4.19180 -0.208
C -4.18737 -2.46639 -3.05804 -0.209
H -1.66571 -3.79002 2.57453 0.046
H -1.27161 -2.13644 2.11338 0.012
H -0.16815 -3.46053 1.69238 -0.005
H -4.37504 -3.69911 1.11980 0.046
H -4.50069 -2.92749 -0.46520 0.005
H -4.00651 -1.97846 0.94067 0.010
H -2.56204 -5.84665 0.38978 0.037
H -1.04287 -5.52915 -0.46943 0.029
H -2.58614 -5.34475 -1.30547 0.025
H -0.66429 -3.06446 -4.74159 0.029
H -2.28127 -3.40244 -5.39547 0.037
H -1.67778 -4.28769 -3.98547 0.022
H -1.24411 -0.10946 -4.40498 0.038
H -2.70405 0.44321 -3.58921 0.011
H -2.82906 -0.41184 -5.13988 0.041
H -4.27938 -3.40972 -2.51702 0.020
H -4.64942 -2.59787 -4.04126 0.041
H -4.74550 -1.70092 -2.51790 0.020
```

- LUMO level: -0.0323 hartree
- E: -8266.6021 Eh

# 3
The following is a quantum chemistry calculation of a 9-piece molecular cluster, C22H38Cl14F6O4 overall at a distorted geometry, from the OMol25 dataset.

Geometry as XYZ:
```
84
Properties=species:S:1:pos:R:3:lowdin_charge:R:1
C 1.88610 2.91848 -2.26183 -0.076
C 2.09656 4.25404 -1.59409 -0.150
O 3.01562 4.28011 -0.45306 0.057
C 2.67866 3.82011 0.68911 -0.468
O 1.63622 3.35944 1.01095 0.147
C 3.87114 3.98015 1.66372 -0.615
F 4.99086 3.44243 1.16341 0.145
F 4.09520 5.22080 1.89207 0.232
F 3.60364 3.39929 2.81722 0.164
H 2.80851 2.42575 -2.58388 0.066
H 1.42794 3.15906 -3.23894 0.095
H 1.26398 2.22290 -1.72522 0.035
H 1.12202 4.69313 -1.32302 0.135
H 2.52815 4.96584 -2.29781 0.127
C -2.39138 0.74486 -2.13552 -0.070
C -3.41220 1.25799 -3.08795 -0.183
O -3.51010 0.42431 -4.23840 0.078
C -4.26676 -0.58860 -4.07812 -0.495
O -4.76680 -0.91081 -3.09450 0.195
C -4.44810 -1.40506 -5.38475 -0.467
F -3.81177 -0.87406 -6.45843 0.149
F -3.97571 -2.66408 -5.18899 0.140
F -5.76821 -1.49551 -5.69335 0.152
H -2.41076 1.36692 -1.23402 0.063
H -1.38883 0.80270 -2.56226 0.067
H -2.60391 -0.28402 -1.85062 0.067
H -3.15202 2.25023 -3.43267 0.133
H -4.37664 1.30579 -2.58668 0.134
Cl -0.50318 -3.67749 -4.33645 0.563
C -0.70871 -1.90451 -4.34625 -0.688
C 0.58373 -1.17333 -4.48660 -0.688
Cl 1.22637 -1.26371 -6.15538 0.554
H -1.20467 -1.61999 -3.41782 0.034
H -1.36108 -1.66414 -5.18037 0.051
H 1.32006 -1.52199 -3.77849 0.039
H 0.37682 -0.11825 -4.29734 0.059
Cl -1.44090 4.96092 3.54109 0.541
C -1.23804 3.50799 2.49173 -0.652
C -2.53198 3.07354 1.83375 -0.668
Cl -2.92817 4.04240 0.40806 0.560
H -0.83691 2.71426 3.10880 0.055
H -0.50513 3.79855 1.75052 0.027
H -3.32722 3.15223 2.56726 0.067
H -2.49745 2.02277 1.54122 0.015
Cl 2.95286 -1.88863 3.26737 0.642
C 2.85503 -1.49015 4.96815 -0.691
C 3.14128 -0.06512 5.22354 -0.643
Cl 1.84816 0.98755 4.56644 0.571
H 3.55526 -2.12102 5.51789 0.087
H 1.89381 -1.74815 5.41602 0.040
H 4.07323 0.25718 4.77584 0.068
H 3.17031 0.07905 6.30038 0.082
Cl 0.73998 -0.80965 -1.08506 0.621
C 0.46105 0.51664 0.05808 -0.670
C -0.00123 0.06340 1.42229 -0.622
Cl -1.67129 -0.56174 1.40002 0.591
H -0.24955 1.22196 -0.36103 0.050
H 1.42548 0.99269 0.19822 0.010
H 0.00639 0.95348 2.04195 0.034
H 0.65088 -0.70546 1.80938 0.032
Cl -1.67797 -3.48590 -0.73013 0.533
C -3.35486 -3.49838 -1.35574 -0.646
C -4.28242 -2.68288 -0.54524 -0.682
Cl -4.86409 -3.56613 0.89514 0.550
H -3.70108 -4.52436 -1.40118 0.071
H -3.35479 -3.09141 -2.36664 0.052
H -5.16404 -2.41836 -1.12305 0.065
H -3.82753 -1.76353 -0.19836 0.026
Cl 6.63953 -1.10626 -0.27640 0.553
C 5.29252 -1.03135 0.89849 -0.687
C 4.77126 0.34574 1.02950 -0.638
Cl 4.08337 0.95746 -0.51261 0.639
H 5.67704 -1.38296 1.84698 0.062
H 4.53341 -1.71698 0.53683 0.062
H 5.54709 1.05100 1.28164 0.060
H 3.98790 0.35929 1.78417 0.044
Cl -0.06886 -6.21833 3.40490 0.540
C -1.20029 -4.83541 3.48707 -0.659
C -0.56459 -3.65853 4.06595 -0.682
Cl 0.12119 -3.96665 5.68337 0.553
H -2.08661 -5.11723 4.03096 0.077
H -1.43544 -4.60172 2.45611 0.057
H -1.30734 -2.87091 4.18350 0.077
H 0.22007 -3.25964 3.42915 0.047
```

- LUMO level: 0.0067 hartree
- Structure (SMILES): CCOC(=O)C(F)(F)F.CCOC(=O)C(F)(F)F.ClCCCl.ClCCCl.ClCCCl.ClCCCl.ClCCCl.ClCCCl.ClCCCl
- E: -8203.9877 Eh
- Relative energy (zero: lowest compared OMol25 entry of this formula, charge and spin): 0.0 kcal/mol

- What is the E in the first record?
  -1494.8948 Eh

- What is the E in the third record?
  -8203.9877 Eh

- Which of these has the lowest E?
  C22H38AsBrF6InNO5S2Si2

- Which of these has the lowest E?
  C22H38AsBrF6InNO5S2Si2